No. 1
131
Properties=species:S:1:pos:R:3 method="wB97M-V/def2-TZVPD" charge=+1 gap_ev=9.985 total_energy_ev=-85870.978 homo_ha=-0.428
Na -13.06891 -11.17571 16.46507
C -13.74842 -6.07979 15.99429
C -12.98129 -6.16346 17.29519
O -12.53770 -7.49846 17.29923
O -12.98220 -6.23688 14.89631
H -14.42667 -5.26744 15.93645
H -14.41128 -6.94193 15.95813
H -13.57420 -5.84845 18.16420
H -12.17870 -5.41256 17.33094
H -11.94298 -7.75333 18.04237
H -12.35911 -5.51222 14.77236
C -12.40850 -10.42022 13.39155
C -12.39897 -9.06444 14.05473
O -11.89340 -9.20572 15.32954
O -13.34902 -11.27642 14.08253
H -11.42791 -10.95095 13.53007
H -12.68697 -10.32125 12.32079
H -13.43717 -8.71288 14.05145
H -11.77311 -8.35166 13.50868
H -12.24552 -8.49899 15.94000
H -14.21101 -11.11338 13.69440
C -15.84224 -14.84643 17.43808
C -15.98205 -13.77227 16.38766
O -14.78754 -13.04531 16.06097
O -15.06415 -15.92299 16.95092
H -16.83738 -15.26060 17.63743
H -15.28023 -14.46113 18.30289
H -16.69980 -13.06772 16.71463
H -16.39977 -14.27105 15.50176
H -14.47984 -13.35873 15.20837
H -14.90757 -16.58083 17.62682
C -7.94216 -13.75754 15.14249
C -8.39590 -12.38564 14.80662
O -9.70583 -12.34434 14.28819
O -8.79417 -14.37851 16.08541
H -6.91075 -13.69749 15.54585
H -8.09185 -14.37057 14.26375
H -7.63326 -12.16768 14.01848
H -8.32523 -11.62655 15.55963
H -10.29966 -12.68459 14.96403
H -8.59349 -13.95706 16.93458
C -14.26686 -9.10011 21.07528
C -15.21517 -9.60045 20.01960
O -15.48021 -10.97600 20.13807
O -12.98961 -9.74807 21.03381
H -14.71399 -9.21722 22.06838
H -14.10023 -8.05248 20.93909
H -14.86222 -9.26348 19.02908
H -16.21005 -9.08100 20.19632
H -14.79258 -11.51830 19.70861
H -12.38671 -9.30578 21.66412
C -16.49467 -8.98426 16.57261
C -17.64073 -10.04615 16.68754
O -17.85221 -10.61833 15.44533
O -15.26957 -9.47682 16.24565
H -16.41819 -8.36481 17.49278
H -16.86604 -8.22427 15.84982
H -18.48619 -9.51392 17.13818
H -17.23619 -10.84214 17.32324
H -18.64996 -11.18275 15.41856
H -15.30851 -9.58840 15.30078
C -8.46888 -8.61801 15.74390
C -8.94302 -7.18628 15.88775
O -9.93418 -6.79459 14.95089
O -9.35486 -9.59096 16.20032
H -7.56504 -8.69406 16.34715
H -8.14379 -8.81080 14.70889
H -8.11320 -6.52685 15.72915
H -9.30135 -7.00765 16.89491
H -10.77959 -7.02589 15.35609
H -10.21640 -9.45653 15.81826
C -9.35048 -8.97727 21.10948
C -10.02048 -8.60596 19.78325
O -11.17217 -7.71952 19.83087
O -10.25475 -9.53338 22.00480
H -8.90324 -8.02538 21.47101
H -8.53375 -9.63830 20.84260
H -10.32485 -9.54556 19.32152
H -9.26860 -8.07660 19.20279
H -11.94542 -8.28729 19.90290
H -9.85487 -9.69753 22.86972
C -12.00167 -16.80367 16.86032
C -11.96331 -17.17487 18.29298
O -13.29099 -17.51941 18.69452
O -12.47477 -15.45388 16.75009
H -12.58298 -17.55952 16.30372
H -10.98475 -16.83887 16.43948
H -11.56491 -16.30993 18.78895
H -11.29226 -17.97376 18.53328
H -13.36816 -17.95647 19.55178
H -13.46135 -15.38424 16.86017
C -11.05219 -14.38682 11.26851
C -11.78700 -13.11796 11.69709
O -13.14846 -13.04749 11.23588
O -11.08458 -14.49295 9.88579
H -11.55828 -15.25900 11.77599
H -10.03594 -14.31440 11.67071
H -11.29259 -12.25116 11.32345
H -11.81987 -13.00953 12.77507
H -13.21168 -13.71009 10.51615
H -10.90462 -15.40999 9.58470
C -16.12656 -9.71737 12.11743
C -15.87272 -8.21555 12.19408
O -16.59188 -7.56571 13.22982
O -15.89495 -10.36422 13.36468
H -15.49306 -10.29678 11.46183
H -17.18927 -9.81515 11.75860
H -15.99900 -7.70607 11.24504
H -14.82549 -8.01372 12.39816
H -17.44285 -7.27416 12.89473
H -16.62857 -10.38446 14.04153
C -12.14556 -12.68990 19.30894
C -11.00146 -12.98394 18.26208
O -11.52370 -12.93921 16.98766
O -12.89364 -11.50119 19.08412
H -11.76082 -12.80924 20.30467
H -12.84778 -13.53620 19.14985
H -10.53840 -13.94027 18.58423
H -10.26698 -12.17092 18.32829
H -11.86331 -13.86601 16.79453
H -12.80418 -10.92060 19.88295
C -14.10440 -15.43605 13.64439
C -14.42759 -16.35541 12.52057
O -15.82314 -16.62952 12.52150
O -14.82648 -14.21050 13.50253
H -13.04324 -15.34866 13.77406
H -14.51848 -15.80941 14.59552
H -13.87725 -17.27666 12.67232
H -14.07245 -15.98460 11.57811
H -16.26520 -15.77106 12.57273
H -14.40634 -13.66104 12.83500

No. 2
87
Properties=species:S:1:pos:R:3 method="wB97M-V/def2-TZVPD" gap_ev="7.604 / 5.903" total_energy_ev=-111910.058 e_above_lowest_kj_mol=58.0 homo_ha="-0.277 / -0.290" s2=6.056 spin_multiplicity=5
Co 0.92128 1.35801 0.51829
C -1.38432 4.63770 -0.66846
O -0.34500 5.47632 -1.18083
C 0.80161 5.51721 -0.46995
C 1.36467 6.72380 -0.22258
C 2.56577 6.84749 0.53578
C 3.15925 5.74614 1.05785
C 2.63262 4.44870 0.80488
C 3.29832 3.35811 1.36269
N 2.89087 2.11733 1.18544
N 3.67962 1.19651 1.68659
C 3.17848 -0.02838 1.31685
O 2.22082 -0.20229 0.53942
C 3.83667 -1.22036 1.89230
C 5.20467 -1.25039 2.13846
C 5.77692 -2.38491 2.69423
C 4.98091 -3.47698 3.02398
C 3.60981 -3.44021 2.78936
C 3.03643 -2.31481 2.21434
C 1.45723 4.28941 -0.05621
O 1.03629 3.18279 -0.48365
H -2.32378 5.15274 -0.86892
H -1.28123 4.47166 0.40508
H -1.36038 3.67755 -1.16408
H 0.85556 7.60234 -0.60123
H 2.97855 7.83050 0.72462
H 4.04644 5.83469 1.67451
H 4.19204 3.53478 1.95988
H 5.81056 -0.38646 1.89238
H 6.84432 -2.41539 2.88090
H 5.43033 -4.35794 3.46772
H 2.98759 -4.28659 3.05822
H 1.96860 -2.26116 2.01741
C 0.95652 0.25473 -3.56556
C -0.32031 0.96681 -3.97834
C -0.16272 2.47023 -3.97600
O -1.49652 0.61094 -3.17028
P -1.55464 0.14108 -1.66730
O -0.72475 0.96447 -0.76375
C -1.23450 -1.63005 -1.67159
P -1.03824 -2.40662 -0.04177
O -0.28750 -1.62532 0.94094
O -2.51504 -2.69868 0.44755
C -3.44578 -3.58932 -0.22361
C -3.41434 -4.94935 0.44272
C -4.79934 -2.92251 -0.15335
O -0.44428 -3.80764 -0.46210
C 0.68522 -4.47465 0.20053
C 1.96231 -3.69648 -0.03883
C 0.39172 -4.71384 1.67050
O -3.08975 0.11663 -1.33102
C -3.78822 1.26256 -0.73578
C -5.21761 1.17073 -1.20190
C -3.62361 1.21627 0.76776
H 1.76846 0.62140 -4.19364
H 0.89250 -0.82630 -3.70589
H 1.21818 0.47074 -2.53004
H -0.60082 0.62576 -4.97027
H 0.26367 2.81148 -3.02952
H -1.12616 2.95868 -4.13155
H 0.50878 2.76542 -4.78654
H -0.33768 -1.83077 -2.25843
H -2.09132 -2.08383 -2.17213
H -3.14760 -3.69541 -1.27050
H -3.59725 -4.83791 1.51488
H -2.44877 -5.43377 0.29748
H -4.19141 -5.58895 0.01822
H -5.07486 -2.75862 0.89154
H -5.55500 -3.55584 -0.62260
H -4.77689 -1.95843 -0.66452
H 0.73562 -5.42578 -0.32046
H 1.89925 -2.69585 0.39879
H 2.15526 -3.60165 -1.11023
H 2.80277 -4.22303 0.41708
H 0.23869 -3.76332 2.18922
H 1.23418 -5.23324 2.13251
H -0.50331 -5.32627 1.79470
H -3.34117 2.16775 -1.12859
H -5.65761 0.22243 -0.88353
H -5.28146 1.23914 -2.28975
H -5.79791 1.98543 -0.76386
H -4.09875 0.31790 1.17324
H -4.09519 2.09560 1.21377
H -2.56890 1.21386 1.05162
O -0.29479 2.07539 4.54260
C -0.10499 1.89780 3.37485
N 0.06441 1.73227 2.20746